[1]
The following is a DFT calculation (wB97M-V/def2-TZVPD) of 2 unconnected molecules or ions with the total composition C16H17NO.

```
35
Properties=species:S:1:pos:R:3:forces:R:3
C -4.042703 0.095633 -1.129595 0.19 0.95 0.70
C -1.803366 -0.752280 1.784710 -1.20 1.20 -0.69
C -2.218274 -0.916760 0.435703 2.09 -0.50 -0.73
C -3.303079 -0.068480 0.194945 -3.08 -0.02 -0.60
C -3.781404 0.319195 1.397232 1.66 0.68 0.49
C -0.473341 -0.980006 2.184693 -1.83 -0.49 0.31
C 0.216818 -1.802957 1.347999 0.64 0.86 -1.15
C -0.268616 -2.134385 0.053158 0.20 -1.03 -0.70
C -1.445569 -1.677053 -0.485869 -0.27 1.37 2.35
N -2.845332 -0.027826 2.385040 0.86 -0.40 0.11
H -0.067232 -0.588745 3.111125 -0.02 -0.13 -0.06
H 1.267433 -1.841402 1.562448 0.41 -0.90 -0.08
H -2.552883 0.575731 3.136169 -0.66 0.11 0.20
H 0.263182 -2.797303 -0.617020 0.72 0.05 0.33
H -4.663213 0.877416 1.599679 -0.37 0.33 0.38
H -1.744722 -1.706142 -1.516730 0.16 -0.49 -0.28
H -5.117432 0.312950 -1.027425 0.19 -0.71 0.42
H -3.866135 -0.869974 -1.602020 -0.30 0.51 -1.01
H -3.760989 1.047902 -1.665946 0.58 -1.43 0.07
C 1.378713 -0.888818 -2.888981 0.93 -1.25 -0.24
C 2.811651 -0.464496 -0.805628 -1.25 0.79 -0.80
C 1.977007 0.039104 -1.882006 0.97 -0.35 1.66
C 3.183113 0.443273 0.168139 1.08 0.52 -0.01
C 2.912543 1.810140 0.023282 0.68 0.79 0.46
C 1.716179 1.389539 -1.892627 -1.23 1.36 -1.45
C 2.158194 2.361336 -0.973752 -0.03 -2.24 -0.54
O 3.572368 2.758023 0.770360 0.04 0.06 0.88
H 3.121041 -1.513787 -0.755151 -0.24 0.39 -0.02
H 3.916317 0.266838 0.967964 -0.44 -0.61 -0.33
H 0.514640 -0.610076 -3.450315 -0.74 1.05 0.04
H 1.059162 -1.782417 -2.344428 0.30 -0.16 -0.36
H 1.104755 1.716903 -2.756337 0.28 0.00 0.61
H 3.849030 2.445157 1.641778 -0.08 -0.20 -0.28
H 2.029097 3.428195 -1.008445 -0.22 0.05 -0.31
H 2.089798 -1.154372 -3.697067 -0.03 -0.17 0.61
```
Forces are in eV/Å.

Calculated values
**Kohn-Sham gap**: 8.62 eV
**SMILES string**: Cc1c[nH]c2ccccc12.Cc1ccc(O)cc1
**HOMO level**: -7.9 eV

***

[2]
The following is a DFT calculation (wB97M-V/def2-TZVPD) of a molecular structure, C37H45I2N9PV.

```
95
Properties=species:S:1:pos:R:3:forces:R:3
V 0.499608 -0.512272 0.228606 -0.60 -1.89 0.26
C 0.755582 1.041304 5.420909 0.30 -0.05 0.79
N 0.441008 1.108885 4.019405 0.08 -0.30 -0.79
C -0.460939 1.944471 3.448921 -0.32 0.24 -0.48
C -0.502972 1.638174 2.118094 -0.30 0.58 0.49
N 0.361755 0.623929 1.871524 0.10 0.22 1.17
C 0.932320 0.322226 3.035045 0.38 0.06 0.44
P 2.312456 -0.848869 3.258138 -0.40 0.02 -0.46
C 3.068342 -0.487843 1.633692 0.25 -0.06 0.24
N 2.467748 -0.402584 0.440864 1.74 0.11 0.38
C 3.467319 -0.220144 -0.464648 0.57 0.04 -0.16
C 4.672182 -0.182513 0.181729 -0.21 0.08 -0.56
N 4.406947 -0.344445 1.499028 -0.83 0.00 -0.26
C 5.367675 -0.367654 2.569314 0.56 -0.13 0.67
C 1.369377 -2.293529 2.677050 0.24 0.16 0.16
N 0.649136 -2.293324 1.565767 0.04 0.24 0.17
C 0.057789 -3.510139 1.501294 -0.13 -0.51 0.25
C 0.435992 -4.254909 2.586930 -0.44 -0.13 -0.46
N 1.263896 -3.474327 3.323069 -0.05 0.49 -0.55
C 1.928305 -3.828348 4.548127 0.38 -0.15 0.71
H 0.032352 1.636472 5.974390 0.04 -0.05 -0.05
H 1.754789 1.426702 5.623014 -0.03 0.03 -0.05
H 0.700978 0.011082 5.772158 -0.05 0.07 0.00
H -0.992869 2.686310 4.007446 -0.12 0.12 0.16
H -1.096179 2.094654 1.351099 -0.11 0.02 -0.04
H 3.278140 -0.102955 -1.515868 -0.01 0.04 0.00
H 5.665360 -0.042139 -0.196831 0.15 0.01 -0.03
H 6.346112 -0.086600 2.183500 -0.11 0.02 0.01
H 5.436683 -1.374208 2.986205 0.05 0.09 -0.01
H 5.079825 0.328525 3.361773 0.09 -0.08 -0.18
H -0.587482 -3.789642 0.690536 -0.06 -0.09 -0.07
H 0.174128 -5.254254 2.868448 0.01 -0.20 0.11
H 1.836489 -4.898804 4.709132 -0.02 0.02 0.00
H 1.495252 -3.301301 5.401096 -0.02 -0.09 -0.10
H 2.986879 -3.578372 4.483018 -0.04 -0.05 0.01
I 3.484002 -3.845143 -0.078381 0.06 -0.05 -0.30
C 2.746515 -3.147784 -1.965061 -0.12 0.11 0.48
I 0.642719 -2.640355 -1.906652 0.66 -0.30 -0.27
H 2.879341 -3.950006 -2.685826 -0.16 0.05 0.08
H 3.330522 -2.278926 -2.246012 -0.04 -0.04 0.00
N -5.457165 0.698043 -2.781817 -0.23 0.30 -0.25
C -4.899129 -0.273431 -2.546455 -0.15 0.25 -0.18
C -4.201031 -1.463971 -2.236833 0.45 -0.69 0.13
C -4.873657 -2.589065 -1.755543 0.26 0.04 -0.14
C -4.128638 -3.717633 -1.465465 0.08 0.00 0.05
C -2.748160 -3.658903 -1.606919 -0.23 -0.05 0.07
N -2.107077 -2.580553 -2.040518 -0.04 -0.05 -0.16
C -2.814056 -1.518118 -2.384033 -0.41 0.06 -0.19
H -5.947920 -2.578333 -1.637933 -0.03 0.03 0.00
H -4.604813 -4.624031 -1.123579 -0.01 -0.05 0.02
H -2.121985 -4.507345 -1.365383 0.01 -0.17 0.03
H -2.258933 -0.684936 -2.794519 -0.10 0.13 0.02
C -3.302449 -2.071790 1.715493 0.06 0.06 0.00
C -3.104819 -0.823661 0.905531 -0.07 -0.01 0.11
C -4.108111 0.134856 0.804790 0.31 -0.19 -0.07
C -3.910565 1.282030 0.049486 0.17 -0.16 0.14
C -5.007988 2.276514 -0.109677 -0.10 0.11 -0.11
C -2.685478 1.510640 -0.574204 0.12 0.04 -0.01
C -1.629617 0.592799 -0.477951 -1.45 -0.34 0.52
C -1.910981 -0.598631 0.240997 0.02 0.62 -0.19
N -0.296626 0.714836 -0.827230 -0.05 1.04 -1.21
C 0.287587 1.717945 -1.710739 0.69 0.61 -0.67
C 1.398826 2.457648 -0.930230 0.01 -0.02 -0.23
C 2.183282 3.391514 -1.855841 0.18 0.14 0.15
C 2.798347 2.607464 -3.014479 -0.12 -0.02 0.06
C 1.688525 1.922941 -3.811975 0.12 -0.15 -0.25
C 0.744380 2.981532 -4.373567 -0.02 -0.02 0.12
C 0.140871 3.757357 -3.208228 -0.09 0.13 -0.07
C 1.242671 4.455103 -2.413400 -0.02 -0.11 -0.01
C -0.632319 2.807538 -2.284665 0.03 -0.01 0.02
C 0.902932 0.966727 -2.913469 0.08 0.39 0.11
H -4.339480 -2.174708 2.020890 -0.07 -0.05 0.03
H -2.686249 -2.032784 2.615355 0.00 -0.06 0.05
H -3.016824 -2.958300 1.151183 0.00 -0.06 0.01
H -5.059881 -0.025887 1.287686 -0.10 -0.04 0.11
H -5.821842 2.071818 0.578564 -0.10 0.04 0.05
H -5.392729 2.209678 -1.129011 -0.06 0.14 0.09
H -4.651939 3.290940 0.055622 0.01 0.09 0.01
H -2.613821 2.432939 -1.118059 0.16 0.00 -0.02
H -1.197828 -1.421187 0.192284 -0.47 -0.53 0.04
H 2.081753 1.745319 -0.467104 -0.10 0.10 0.00
H 0.934979 3.045623 -0.131801 -0.01 -0.06 0.06
H 2.980880 3.867375 -1.275943 -0.05 -0.01 -0.02
H 3.516801 1.873966 -2.640896 0.07 -0.05 0.01
H 3.343710 3.292737 -3.664584 0.08 -0.01 -0.02
H 2.127384 1.348929 -4.634553 -0.02 0.02 0.04
H -0.045631 2.510528 -4.961688 -0.02 -0.01 -0.08
H 1.290175 3.661147 -5.027142 0.01 0.03 -0.11
H -0.561567 4.505261 -3.589242 0.02 -0.08 0.04
H 0.809685 5.036639 -1.596676 -0.02 0.07 0.02
H 1.791497 5.142065 -3.057064 0.02 0.09 -0.02
H -1.447966 2.354428 -2.851456 -0.13 0.03 0.07
H -1.022795 3.415554 -1.468003 -0.18 -0.03 0.00
H 1.559179 0.173363 -2.551697 -0.04 -0.07 -0.01
H 0.099523 0.498125 -3.488347 -0.03 -0.13 0.03
```
Forces are in eV/Å.

Calculated values
**Kohn-Sham gap (spin up / spin down)**: 7.30 / 7.61 eV
**2S+1**: 3
**Total charge**: +2
**HOMO level (spin up / spin down)**: -13.0 / -13.0 eV

***

[3]
The following is a DFT calculation (wB97M-V/def2-TZVPD) of a gas-phase ion, C8H10IN2 (charge +1).

```
21
Properties=species:S:1:pos:R:3:forces:R:3
C 1.302665 1.441700 1.858393 -0.22 0.78 -0.25
C 2.067078 0.354624 1.287892 -1.59 -0.21 0.70
C 0.104993 1.783412 1.406024 -1.02 1.68 2.28
C 1.356655 -0.504158 0.563354 2.20 -1.61 -1.00
C -0.442590 -0.883083 -0.979159 -1.01 -2.96 -0.99
C -0.670786 1.036212 0.462561 -0.39 -3.16 -2.48
C -0.472824 1.327377 -0.999568 0.23 1.00 0.13
C -1.309602 -2.116641 -1.273626 0.63 0.05 0.96
N -0.105972 -0.504443 0.397720 -1.04 -0.08 1.52
N -0.596575 0.216801 -1.665490 0.89 0.13 -0.07
I 2.358867 -1.954637 -0.678406 -0.43 0.47 0.82
H 1.728300 2.117962 2.561565 0.53 0.13 0.52
H 3.085167 0.237259 1.626395 0.21 -0.17 -0.75
H -0.403671 2.653027 1.867139 0.38 -0.52 -0.45
H -1.769037 0.837707 0.502113 0.57 0.49 1.18
H -0.571874 2.240544 -1.497867 0.13 1.26 -0.29
H -0.901917 -2.940369 -0.619509 -0.84 0.63 -0.70
H -1.394547 -2.525337 -2.326331 0.48 0.93 1.13
H -2.287747 -1.724933 -0.942949 -0.17 -1.22 -0.17
H -0.546298 -1.228038 1.115411 0.97 2.07 -1.62
H -0.530284 0.135017 -2.665663 -0.51 0.31 -0.49
```
Forces are in eV/Å.

Calculated values
**Kohn-Sham gap**: 7.07 eV
**Total charge**: +1
**HOMO level**: -11.0 eV

***

[4]
The following is a DFT calculation (wB97M-V/def2-TZVPD) of a single C6H8ClN molecule.

```
16
Properties=species:S:1:pos:R:3:forces:R:3
C -0.595227 0.173647 -3.053921 0.36 0.27 -0.05
C -1.034740 -0.485449 -1.984624 0.90 1.46 -0.08
C -0.573691 -0.377759 -0.607492 0.94 0.79 0.83
C -0.184963 0.720123 0.105840 -0.50 -1.03 -0.77
C 0.216825 0.573294 1.553027 0.67 -0.73 -0.20
C 1.345740 -0.340430 2.083084 1.01 0.45 -2.21
H -0.998559 -0.003003 -4.042457 0.14 0.10 0.04
H -1.792897 -1.209018 -2.145218 -0.64 -0.60 -0.32
H -0.489071 -1.366820 -0.157964 -0.17 0.33 0.42
H -0.259398 1.733157 -0.357466 0.18 -0.93 0.61
H 0.055017 1.479334 2.174307 -0.16 -0.91 -0.29
H 1.960028 -0.896383 1.308243 -0.66 0.91 1.03
H 1.938833 0.043101 2.958132 -0.98 -0.72 -0.68
H -0.277823 -0.594531 3.114029 -0.48 -0.83 -1.24
N -0.039376 -0.812093 2.111274 0.22 2.13 2.87
Cl 0.729299 1.362830 -3.058794 -0.84 -0.70 0.05
```
Forces are in eV/Å.

Calculated values
**Kohn-Sham gap**: 9.36 eV
**SMILES string**: Cl/C=C\C=C\[C@@H]1CN1
**HOMO level**: -8.5 eV

***

[5]
The following is a DFT calculation (wB97M-V/def2-TZVPD) of 2 unconnected molecules or ions with the total composition C3H4FP.

```
9
Properties=species:S:1:pos:R:3:forces:R:3
C 0.772628 -1.323667 1.277546 -0.16 -2.64 1.78
C 0.747745 -0.709114 0.250394 -0.02 1.31 0.15
C 0.847891 0.283055 -0.823485 -2.19 -0.99 -1.15
F 3.869788 0.548332 -0.807811 1.12 -0.02 1.00
P 5.045174 0.492853 0.351548 -1.01 0.03 -0.97
H 0.756016 -2.127687 2.085738 0.05 1.90 -1.60
H 0.987459 1.286285 -0.476661 -0.03 0.49 0.50
H -0.106368 0.271766 -1.504908 1.88 -0.07 1.17
H 1.724610 0.013342 -1.369141 0.36 0.00 -0.87
```
Forces are in eV/Å.

Calculated values
**Kohn-Sham gap (spin up / spin down)**: 7.39 / 7.39 eV
**HOMO level (spin up / spin down)**: -8.7 / -8.7 eV

***

[6]
The following is a DFT calculation (wB97M-V/def2-TZVPD) of a single C5H12O3S2 molecule.

```
22
Properties=species:S:1:pos:R:3:forces:R:3
C 1.148358 1.109781 -0.161756 2.03 -1.90 0.36
C 1.114585 -0.338334 1.855638 -1.36 0.29 -1.14
C 2.544331 -1.148808 -0.244886 -1.14 -0.44 2.20
C -2.478777 0.869194 -1.536286 0.37 -1.94 0.26
C 1.320552 -0.351608 0.349437 0.42 0.40 -0.39
O -3.204717 0.827199 0.980531 -0.22 0.77 0.81
O -3.495153 -1.170329 -0.405633 -0.93 -1.42 -0.40
O -1.336335 -0.494289 0.423085 1.04 -0.12 0.18
S -0.105392 -1.399755 -0.366109 -0.17 0.91 0.30
S -2.764785 -0.019229 -0.058644 -0.15 -0.29 -0.34
H 0.191427 1.405013 0.060188 -2.50 0.76 0.44
H 1.781181 1.759651 0.446609 0.37 0.04 -0.54
H 1.298057 1.146419 -1.227153 0.36 0.36 -0.35
H 1.581224 0.563917 2.239637 0.12 -0.32 0.60
H 1.314626 -1.269113 2.327970 0.93 -0.62 0.52
H 0.017614 -0.283892 1.930617 0.47 0.68 0.68
H 2.358915 -1.057585 -1.241688 -0.12 0.15 -3.25
H 3.638558 -0.917439 -0.131061 -1.35 -0.03 0.80
H 2.214629 -2.187517 -0.012685 1.30 0.25 0.10
H -1.561703 0.360084 -1.840616 -0.27 0.10 -1.08
H -3.367049 0.783091 -2.167300 0.51 0.06 0.01
H -2.210152 1.813540 -1.219886 0.28 2.31 0.22
```
Forces are in eV/Å.

Calculated values
**Kohn-Sham gap**: 9.92 eV
**SMILES string**: CC(C)(C)SOS(C)(=O)=O
**HOMO level**: -9.5 eV

***

What energy relative to the best compared isomer or geometry (same formula, charge and spin) values result from the calculations? In sequence: 42.26 34.37 83.57 47.66 65.81 0.00 kcal/mol.